Formula: C30H32Cl2HfN6O2PS2Se
Source: the OMol25 dataset
Level of theory: ωB97M-V with the def2-TZVPD basis set

Element x y z (Å)
Hf: -0.268 0.521 0.188
C: 3.798 1.470 2.222
C: 3.822 0.683 3.368
C: 2.675 0.015 3.728
C: 1.520 0.132 2.951
N: 1.515 0.841 1.802
C: 2.644 1.500 1.478
N: 0.410 -0.506 3.496
C: -0.792 -0.335 3.107
N: -1.268 0.424 2.020
C: -2.679 0.399 2.032
N: -3.502 1.028 1.284
C: -3.169 1.878 0.243
C: -4.213 2.658 -0.263
C: -4.000 3.492 -1.335
C: -2.730 3.554 -1.911
C: -1.738 2.792 -1.352
N: -1.936 1.967 -0.299
C: -3.098 -0.459 3.154
C: -4.367 -0.808 3.581
C: -4.451 -1.634 4.693
C: -3.302 -2.084 5.349
C: -2.034 -1.723 4.913
C: -1.964 -0.905 3.799
H: 4.660 2.030 1.890
H: 4.716 0.603 3.971
H: 2.612 -0.590 4.619
H: 2.605 2.066 0.558
H: -5.179 2.563 0.208
H: -4.812 4.081 -1.737
H: -2.520 4.168 -2.773
H: -0.730 2.825 -1.754
H: -5.247 -0.451 3.065
H: -5.421 -1.937 5.063
H: -3.406 -2.725 6.214
H: -1.140 -2.061 5.415
C: 0.923 -3.967 -2.297
C: 1.755 -2.938 -3.022
C: 0.974 -2.061 -3.970
O: 2.519 -2.081 -2.086
P: 2.151 -1.127 -0.914
S: 1.587 0.724 -1.577
S: 0.808 -1.878 0.370
O: 3.535 -0.835 -0.237
C: 4.602 -1.792 0.103
C: 5.419 -2.131 -1.126
C: 4.062 -3.003 0.829
H: 0.652 -4.744 -3.012
H: 0.008 -3.538 -1.893
H: 1.486 -4.434 -1.489
H: 2.568 -3.430 -3.559
H: 0.151 -1.572 -3.449
H: 0.555 -2.683 -4.762
H: 1.617 -1.310 -4.428
H: 5.206 -1.198 0.792
H: 4.970 -2.941 -1.697
H: 6.417 -2.441 -0.815
H: 5.522 -1.263 -1.775
H: 3.407 -3.594 0.187
H: 3.514 -2.726 1.728
H: 4.902 -3.637 1.114
Cl: 0.190 3.622 1.123
C: 1.036 5.178 0.803
Cl: -0.016 6.538 1.106
H: 1.339 5.171 -0.239
H: 1.887 5.209 1.474
Se: -1.800 -0.950 -1.446
C: -2.394 0.192 -2.846
C: -3.761 0.349 -3.054
C: -4.196 1.198 -4.059
N: -3.378 1.889 -4.853
C: -2.076 1.698 -4.675
C: -1.533 0.868 -3.704
H: -4.478 -0.174 -2.436
H: -5.257 1.337 -4.228
H: -1.421 2.246 -5.344
H: -0.462 0.757 -3.622

* relative energy (zero: lowest compared OMol25 entry of this formula, charge and spin): 3.76 kcal/mol
* HOMO-LUMO gap: 7.07 eV
* LUMO energy: -3.51 eV
* charge: +1

Mulliken atomic charge list, values in e, 4 entries:
1. Hf -0.312
2. C -1.102
3. C -0.487
4. C -0.578